(1)
The following is a DFT calculation (wB97M-V/def2-TZVPD) of a cluster of 2 separate species, C8H15ClNO3S in total in a non-equilibrium geometry.

- Electronic energy: -1452.64392 a.u.
- Total charge: -1
- Relative energy (zero: lowest compared OMol25 entry of this formula, charge and spin): 114.4 kJ/mol

XYZ file:
```
29
Properties=species:S:1:pos:R:3:forces:R:3
C -0.9119 -0.7689 0.1672 0.2 0.2 0.0
C -2.3985 1.6582 -0.4658 1.4 0.3 1.5
C -3.7792 1.0677 1.7053 -0.2 0.7 -6.7
C -1.3675 1.7418 1.9793 -1.0 2.0 1.1
C 3.8759 -1.6700 -0.6300 0.3 -3.5 0.8
C 3.7351 -2.6158 -1.5133 0.0 -1.7 -1.4
C 3.9845 -0.3330 -0.9711 3.0 2.9 -3.2
C -2.3456 1.0763 1.0348 -0.6 -0.4 -1.7
N -1.0450 -1.9978 -0.1891 -1.9 0.3 0.7
O 0.0940 -0.0455 -0.1121 -0.7 1.0 0.6
O 0.7499 -1.4530 -2.1417 -1.1 -0.2 1.0
O -2.0293 -0.3047 0.9148 0.8 -0.8 0.2
S -0.0876 -2.7109 -1.2493 1.9 -0.2 -1.4
Cl 5.3235 0.5141 -0.0904 -0.4 0.3 0.8
H -1.4305 1.6678 -1.0172 -0.4 -0.8 0.8
H -3.1414 1.2088 -1.1074 -0.4 -0.2 0.2
H -2.5249 2.7084 -0.3405 -0.9 1.1 -0.1
H -3.7596 0.5727 2.5894 -0.1 -1.3 2.7
H -4.4588 0.5191 0.8711 1.3 0.9 2.3
H -4.1344 2.1004 1.6900 -0.1 -0.1 0.6
H -1.5251 1.2935 2.9775 0.2 0.1 -0.4
H -0.3633 1.5663 1.6795 0.8 0.0 -0.3
H -1.5488 2.8889 2.1359 0.2 -2.0 -0.5
H 3.7815 -1.9332 0.3826 -0.3 0.0 1.4
H 0.5521 -0.6798 -1.5016 0.5 -0.7 -0.4
H 3.9117 -2.3226 -2.5343 -0.2 -0.2 -0.5
H 3.4434 -3.6788 -1.3656 0.3 1.1 0.3
H 3.0076 0.0134 -0.8796 -1.5 1.9 0.6
H 4.3923 -0.0833 -2.0183 -1.3 -1.0 1.2
```
Positions in Å, forces in eV/Å.

=====

(2)
The following is a DFT calculation (wB97M-V/def2-TZVPD) of a cluster of 2 separate species, C5H8O2 in total in a non-equilibrium geometry.

- Electronic energy: -345.54769 a.u.
- Relative energy (zero: lowest compared OMol25 entry of this formula, charge and spin): 675.5 kJ/mol

XYZ file:
```
15
Properties=species:S:1:pos:R:3:forces:R:3
C 0.0929 -0.7857 3.1198 -0.7 -0.6 1.2
C -0.8259 -0.4080 2.2984 -0.2 1.5 -3.1
C -0.4393 0.1788 -1.2944 -0.5 -1.1 -0.5
C 0.2516 0.3825 -0.0507 -1.3 0.3 2.6
C 0.2745 0.1940 -2.5891 -0.4 -0.5 1.6
O -0.5337 1.3931 -0.5948 0.3 1.4 0.9
O 1.5427 0.6788 0.2625 -0.1 -0.3 -0.3
H -0.3330 -1.0511 4.1503 1.5 0.2 -1.0
H 1.1423 -0.9005 2.7665 -0.7 -0.1 0.8
H -1.7517 -0.0009 1.8736 0.5 -0.7 0.9
H -1.4388 -0.2508 -1.3705 0.3 -0.7 0.5
H 1.2755 0.4346 -2.3250 1.0 0.3 -0.7
H -0.2722 0.9576 -3.0688 -0.1 0.7 -1.7
H 0.1504 -0.8173 -2.9334 0.2 -0.2 -1.0
H 1.4853 1.3259 0.9872 0.1 -0.2 -0.3
```
Positions in Å, forces in eV/Å.

=====

(3)
The following is a DFT calculation (wB97M-V/def2-TZVPD) of a structure of composition C15H22MgN5O4S2 in a non-equilibrium geometry.

- Electronic energy: -2155.88437 a.u.
- Total charge: +1
- Relative energy (zero: lowest compared OMol25 entry of this formula, charge and spin): 63.0 kJ/mol

XYZ file:
```
49
Properties=species:S:1:pos:R:3:forces:R:3
Mg 0.1940 -0.4121 -0.4694 1.2 -1.3 -0.3
C -1.1736 -4.2597 -2.4422 -0.5 -0.2 0.2
O 0.0097 -3.5930 -2.9005 0.5 0.4 -0.1
C 0.3889 -2.5473 -2.2071 0.2 -0.5 -0.3
O -0.1747 -2.1475 -1.1895 -0.7 -0.6 -0.1
N 1.4942 -1.9438 -2.6720 0.3 -0.2 -0.6
N 1.8947 -0.7858 -2.0050 0.2 0.4 0.1
H -1.2842 -5.1357 -3.0744 0.0 0.1 0.0
H -2.0339 -3.5972 -2.5497 0.1 -0.1 0.0
H -1.0608 -4.5567 -1.3989 0.0 0.0 -0.1
H 1.9335 -2.2572 -3.5326 -0.1 0.1 0.3
H 1.9053 0.0317 -2.6241 0.0 -0.2 0.1
H 2.8407 -0.8677 -1.6246 -0.3 0.0 -0.1
C -1.3104 -1.0138 1.7726 -0.6 0.0 0.1
C -1.5432 -1.2252 3.2862 -0.2 -0.1 0.0
N -0.2958 -1.6098 3.9201 -0.1 -0.1 0.4
C 0.6380 -0.5012 3.8597 0.0 0.1 0.1
C 0.7838 -0.0210 2.3985 0.2 0.4 0.3
N 0.1432 -0.9965 1.4926 0.1 -0.1 0.3
C 0.6848 -2.3367 1.7943 0.1 -0.4 0.0
C 0.2708 -2.7500 3.2284 0.1 -0.1 0.0
H -1.7377 -0.0621 1.4545 0.0 -0.2 0.0
H -1.7459 -1.8146 1.1655 0.0 0.0 0.1
H -2.2878 -2.0037 3.4695 0.0 0.1 -0.1
H -1.8954 -0.3057 3.7589 0.0 -0.1 -0.1
H 1.5878 -0.8461 4.2724 0.0 0.1 0.0
H 0.2611 0.3008 4.4963 0.1 0.0 0.0
H 1.8344 0.0881 2.1185 -0.1 0.0 -0.1
H 0.2903 0.9400 2.2495 0.1 0.0 0.0
H 1.7725 -2.2966 1.6882 0.0 0.0 0.0
H 0.2909 -3.0354 1.0554 0.1 0.0 0.0
H 1.1290 -3.1064 3.8025 0.0 -0.1 -0.1
H -0.4779 -3.5450 3.2058 0.1 0.0 0.0
O -1.3973 0.5974 -1.0888 -0.5 0.0 -0.4
S -0.8879 1.8008 -0.4078 -0.2 1.7 0.0
O -1.4563 2.0087 0.8848 -0.3 0.5 0.1
N 0.7147 1.4966 -0.3497 -0.8 0.7 0.2
C 1.3937 2.3990 -1.0656 1.2 -0.1 -0.3
S 2.9763 2.2068 -1.4764 0.2 0.1 0.0
C 0.5642 3.5040 -1.5656 -0.5 0.5 -0.2
C 0.9991 4.6636 -2.1925 -0.1 -0.2 0.1
C 0.0462 5.5538 -2.6609 0.1 0.0 0.0
C -1.3107 5.2940 -2.5179 -0.1 -0.1 0.1
C -1.7561 4.1463 -1.8664 -0.3 0.0 0.0
C -0.8014 3.2722 -1.3984 0.6 -0.3 0.2
H 2.0557 4.8540 -2.3052 0.1 0.0 0.0
H 0.3683 6.4611 -3.1487 0.0 0.1 0.0
H -2.0272 6.0046 -2.9015 -0.1 0.0 0.0
H -2.8096 3.9493 -1.7373 -0.1 0.0 0.0
```
Positions in Å, forces in eV/Å.

=====

(4)
The following is a DFT calculation (wB97M-V/def2-TZVPD) of a structure of composition C20H28F15Ni2O13 in a non-equilibrium geometry.

- ⟨S²⟩: 6.007
- Electronic energy: -6271.51834 a.u.
- Total charge: +1
- Spin multiplicity: 5
- Relative energy (zero: lowest compared OMol25 entry of this formula, charge and spin): 0.0 kJ/mol

XYZ file:
```
78
Properties=species:S:1:pos:R:3:forces:R:3
Ni 2.2658 0.2100 -1.3855 -0.1 0.1 0.9
Ni 2.4341 -0.3463 1.2503 -1.0 0.4 -2.1
O 3.1181 1.2398 0.1285 0.1 -1.5 0.1
H 3.3341 2.1612 0.1878 -0.1 0.4 0.2
O 0.8381 -0.0413 -0.0249 1.1 -0.2 0.0
H -0.1033 -0.0216 -0.0857 -0.6 0.0 0.1
O 3.1082 -1.3562 -0.3725 -1.0 0.7 0.7
H 3.8214 -1.9821 -0.3456 0.5 -0.1 -0.2
C -0.8797 -1.1876 4.5959 0.6 0.2 -0.2
C -1.0259 -1.3968 3.0964 -1.2 1.2 0.3
O -0.6766 -2.7327 2.7559 -0.1 -0.8 -0.2
C 0.5059 -2.9977 2.2653 -0.5 0.5 0.0
O 1.3258 -2.1890 1.9320 0.9 0.4 0.2
C 0.7599 -4.5053 2.0643 0.2 0.1 -0.1
F 2.0245 -4.7579 2.3869 0.0 -0.1 0.0
F -0.0363 -5.2725 2.7858 -0.1 0.0 0.0
F 0.5867 -4.7810 0.7660 -0.1 -0.1 0.0
H -1.2562 -2.0445 5.1507 -0.2 0.0 -0.1
H -1.4275 -0.2952 4.9001 0.0 0.0 0.0
H 0.1640 -1.0554 4.8892 0.0 0.0 0.0
H -0.5649 -0.6443 2.4560 0.7 -0.3 0.2
H -2.0799 -1.2495 2.8474 -0.1 -0.7 0.0
C 2.4909 0.2853 6.6035 0.1 0.1 -0.1
C 2.5393 0.5090 5.1059 0.7 -0.8 0.7
O 1.5816 1.5327 4.7872 -0.3 0.1 -0.3
C 1.1294 1.5763 3.5672 0.2 0.6 0.6
O 1.3781 0.8212 2.6731 0.4 -0.8 -0.6
C 0.2480 2.8093 3.2763 0.2 -0.4 -0.4
F 0.9294 3.5829 2.4290 0.1 0.2 0.0
F -0.8613 2.4102 2.6488 -0.3 0.0 0.1
F -0.0609 3.4886 4.3512 -0.2 0.3 0.3
H 2.6862 1.1712 7.2046 0.1 0.1 -0.2
H 3.2427 -0.4641 6.8531 -0.1 0.0 0.1
H 1.5025 -0.0885 6.8703 0.1 -0.1 0.1
H 2.3445 -0.4619 4.6410 -0.6 0.3 -0.3
H 3.5224 0.7875 4.7214 -0.1 0.4 0.2
C -3.2220 -0.2748 -0.3717 0.2 1.1 -0.2
C -4.0409 0.4802 -1.4187 -1.0 -0.4 0.9
O -3.2807 1.0072 -2.4921 0.8 1.1 -0.7
C -2.8431 0.1840 -3.4283 -0.5 -1.2 0.9
O -3.0807 -0.9880 -3.4302 0.2 -0.4 -0.4
C -1.9476 0.8485 -4.4783 0.1 0.7 0.6
F -1.7505 0.0814 -5.5177 -0.4 -0.3 -0.5
F -2.4833 2.0125 -4.8208 0.1 0.2 -0.4
F -0.7211 1.0891 -3.9578 -0.1 0.1 0.4
H -2.6589 0.4769 0.1923 0.1 -0.1 0.1
H -2.5080 -0.9667 -0.8135 -0.2 -0.3 0.0
H -3.9032 -0.7497 0.3301 0.1 -0.3 -0.1
H -4.4937 1.3633 -0.9664 0.2 0.0 0.0
H -4.8895 -0.1108 -1.7680 0.3 -0.2 -0.4
C -1.1554 -3.7797 -1.9669 0.8 -0.6 -1.1
C 0.0775 -2.8934 -2.0596 -0.7 0.4 2.2
O 0.4729 -2.6850 -3.4080 -0.8 -0.7 -0.7
C 0.9749 -1.5614 -3.7904 0.6 -0.6 -0.2
O 1.4134 -0.6938 -3.0867 0.3 1.0 0.4
C 1.1795 -1.5195 -5.3261 0.2 -0.4 0.5
F 1.1520 -0.2830 -5.7596 -0.1 0.6 -0.2
F 2.3888 -2.0304 -5.5635 0.4 -0.1 0.0
F 0.3008 -2.2530 -5.9721 -0.6 -0.1 -0.2
H -1.5157 -3.9130 -0.9506 0.1 0.3 0.1
H -0.8307 -4.7663 -2.3109 -0.4 -0.1 -0.1
H -1.9497 -3.4092 -2.6120 -0.1 0.0 0.1
H 0.8855 -3.3325 -1.4735 0.3 0.1 -0.3
H -0.1485 -1.9362 -1.5793 0.3 0.1 -0.3
C -1.9014 3.8997 -0.7576 1.1 0.0 -0.5
C -0.4783 3.3535 -0.8744 -0.5 0.0 0.8
O 0.0486 3.6747 -2.1718 -0.3 0.7 -0.7
C 1.0122 2.9686 -2.6600 -0.2 -0.8 0.0
O 1.5194 2.0242 -2.1066 0.3 -0.1 -0.1
C 1.4759 3.3643 -4.0825 0.0 0.5 0.2
F 0.5690 4.0693 -4.7547 0.1 -0.2 0.2
F 2.5821 4.1146 -3.9363 -0.1 -0.2 -0.2
F 1.7685 2.2629 -4.7625 0.1 0.2 0.0
H -1.9445 4.9224 -1.1294 0.0 0.1 0.1
H -2.1502 3.8866 0.3007 -0.4 -0.1 -0.1
H -2.5397 3.2832 -1.3856 -0.4 0.0 0.3
H -0.4803 2.2734 -0.7239 0.2 0.0 -0.2
H 0.1875 3.7916 -0.1317 0.1 0.0 -0.1
```
Positions in Å, forces in eV/Å.

=====

Which of these has the lowest electronic energy? C20H28F15Ni2O13